C26H28Cl3N6OPbS2Si | ωB97M-V/def2-TZVPD

largest force on an atom: 2.4 eV/A
charge: +1
energy relative to the best compared isomer or geometry (same formula, charge and spin): 126.0 kcal per mole
frontier orbital gap (spin up / spin down): 0.1700 / 0.2366 hartree
E_LUMO (spin up / spin down): -4.7 / -3.6 eV

Geometry as XYZ:
```
68
Properties=species:S:1:pos:R:3:forces:R:3:mulliken_charge:R:1
Pb 1.293335 0.075597 0.751934 0.24 -0.32 0.68 0.85
C 0.157940 -4.228745 -5.721916 0.31 -0.12 0.21 -1.81
C -0.354931 -2.813569 -5.407679 -0.93 -0.60 -0.31 2.17
C -1.602774 -2.943325 -4.477411 0.13 0.48 -1.33 -1.92
C -0.906932 -2.179833 -6.677269 -0.77 0.20 0.16 -1.57
C 0.798318 -1.984622 -4.949262 -0.33 0.07 1.11 -0.27
C 1.963455 -1.971517 -5.644277 0.84 -0.03 -0.43 -0.11
C 3.087586 -1.222934 -5.238747 -1.13 -0.35 0.04 -1.54
C 3.005412 -0.548839 -4.025148 -0.71 0.23 0.63 1.20
S 4.291562 0.269623 -3.250920 -0.92 1.10 1.03 -0.23
C 3.124929 0.839393 -2.007579 -0.36 -1.71 -0.99 0.19
N 1.926204 0.266980 -2.090854 0.89 0.41 -0.96 -0.44
C 1.820327 -0.461625 -3.271477 1.77 0.12 -0.04 -1.67
C 0.618520 -1.075674 -3.807408 -0.45 0.65 0.50 1.38
C 3.523481 1.719028 -0.928721 0.98 0.55 -0.31 1.29
C 4.634257 2.590935 -1.078797 -0.67 -1.05 -0.40 -0.82
C 5.083865 3.343358 -0.020229 0.10 0.74 0.84 -0.69
C 4.378119 3.313565 1.197807 -0.12 -0.33 0.36 -0.62
C 3.208072 2.510463 1.325521 1.50 0.91 0.20 0.15
C 2.845728 1.710468 0.266314 -1.02 0.13 0.78 -0.32
H -0.680831 -4.900312 -5.812250 -0.32 -0.30 -0.03 0.47
H 0.835548 -4.635462 -4.940890 -0.35 0.32 -0.49 0.35
H 0.647987 -4.233793 -6.693407 0.31 -0.13 0.07 0.40
H -2.292032 -3.711447 -4.917878 0.67 0.69 0.52 0.49
H -2.140511 -1.983726 -4.421527 0.16 -0.34 0.08 0.32
H -1.280530 -3.224886 -3.511931 0.04 -0.57 1.29 0.48
H -1.721605 -2.809184 -7.005182 -0.28 -0.18 -0.43 0.46
H -0.192238 -2.074228 -7.463407 0.60 -0.05 -0.55 0.38
H -1.321551 -1.193452 -6.459493 0.08 -0.16 -0.09 0.36
H 2.045664 -2.580028 -6.543814 0.01 0.21 0.18 0.40
H 3.951254 -1.151765 -5.848871 0.69 -0.12 -0.38 0.48
H -0.017645 -1.378897 -2.978850 -0.28 -0.33 -0.31 -0.08
H 5.127531 2.588411 -2.048164 0.06 0.20 0.20 0.43
H 5.973883 3.993150 -0.133758 -0.67 -0.56 0.12 0.36
H 4.777662 3.845297 2.096246 -0.55 -0.34 -0.99 0.36
H 2.675042 2.507336 2.269885 0.03 -0.09 0.00 0.28
Cl -0.472595 0.339271 -4.562101 0.11 0.25 0.35 -0.21
Si -1.356549 -0.872591 0.326762 -0.52 0.64 -0.11 0.27
Cl -1.697876 -2.996438 0.336945 0.15 1.35 -0.22 -0.32
Cl -2.223022 0.190354 -1.271025 0.23 -0.89 0.49 -0.25
C -4.524389 -0.771048 4.608643 0.59 0.46 1.18 -0.95
N -3.462670 -0.452408 3.669818 -0.50 -0.31 -0.52 0.16
C -2.550387 0.674605 3.859338 -0.70 0.07 -1.07 -0.20
C -1.897310 0.808073 2.503183 0.03 0.60 -0.03 0.20
O -1.109581 1.630592 2.071017 -0.82 -0.81 0.29 -0.64
N -2.391948 -0.262500 1.739212 0.07 -1.20 -0.81 0.36
C -3.404463 -0.904595 2.421563 0.56 0.53 0.01 0.56
N -4.218695 -1.783897 1.825384 -0.28 0.08 1.04 -0.32
H -4.994432 0.172449 4.930395 -0.10 -0.39 -0.27 0.33
H -4.100568 -1.224462 5.540605 -0.33 0.11 -0.91 0.29
H -5.251657 -1.429837 4.148537 -0.10 0.01 0.18 0.36
H -1.734480 0.633717 4.604136 -0.10 -0.86 0.12 0.44
H -3.072786 1.578415 4.166010 -0.39 0.13 -0.24 0.21
H -4.025513 -2.084519 0.884509 0.04 -0.03 0.01 0.13
H -4.964430 -2.265959 2.338545 0.74 0.42 -0.44 0.17
C -1.778820 2.506848 7.002057 0.77 -0.29 -0.24 -1.41
C -0.619073 2.434952 6.017475 0.95 1.93 1.13 1.21
C 0.402296 3.419952 6.103943 -1.15 -1.04 -0.13 -1.02
C 1.368786 3.386883 5.134588 0.88 0.09 -0.84 -0.34
N 1.492326 2.406411 4.209687 -0.95 -0.91 1.23 -0.30
C 0.614881 1.394501 4.385542 0.21 0.56 -0.98 0.02
S 0.842385 -0.187723 3.608393 0.26 0.45 -0.59 -0.42
N -0.503643 1.482855 5.137974 1.48 -0.80 0.47 -0.36
H -1.426519 3.019282 7.903405 -0.09 -0.28 -0.08 0.46
H -2.138658 1.505699 7.250984 -0.03 0.19 -0.01 0.32
H -2.580502 3.119811 6.619065 -0.38 0.08 -0.28 0.28
H 0.339778 4.122583 6.905156 0.28 0.56 0.13 0.42
H 2.156012 4.142984 5.049662 -0.42 -0.04 0.20 0.42
```
Forces are in eV/Å.

C26H28GaN3O2Si | ωB97M-V/def2-TZVPD

largest force on an atom: 0.4 eV/A
charge: +2
frontier orbital gap: 0.2615 hartree
E_LUMO: -7.4 eV

Geometry as XYZ:
```
61
Properties=species:S:1:pos:R:3:forces:R:3:mulliken_charge:R:1
Ga 0.000090 0.768002 0.636102 0.03 0.26 0.20 -0.05
C 4.205013 -0.637621 1.130568 0.03 0.02 0.03 -0.56
O 3.449194 -0.710299 2.393010 0.04 0.05 0.08 -0.42
C 2.239357 -0.327476 2.115045 -0.07 0.03 -0.05 0.51
N 1.966582 0.075748 0.926319 -0.06 -0.37 -0.11 0.05
C 3.213826 0.004348 0.128249 0.01 0.14 0.01 0.62
C 3.031006 -0.732492 -1.179655 0.05 -0.02 0.01 0.40
C 1.818932 -0.718365 -1.859233 -0.03 0.04 -0.02 0.08
C 1.682779 -1.344696 -3.088951 0.02 0.00 -0.01 -0.93
C 2.769410 -1.991397 -3.657895 0.01 0.00 0.00 -0.61
C 3.988258 -1.998479 -2.995901 -0.02 0.00 -0.01 -0.82
C 4.119165 -1.369647 -1.766663 -0.01 -0.03 0.01 -0.62
C 1.145050 -0.422510 3.110043 -0.02 0.02 -0.02 0.33
C 1.198220 -0.812757 4.435392 0.04 -0.06 -0.07 -0.61
C -0.011677 -0.943408 5.112770 0.00 -0.02 0.03 -0.46
C -1.223817 -0.749522 4.453308 -0.04 -0.06 -0.06 -0.68
C -1.171376 -0.366579 3.126655 0.02 0.02 -0.02 0.40
N -0.010687 -0.160206 2.513518 0.00 0.20 0.10 0.06
C -2.268457 -0.237241 2.137978 0.08 0.03 -0.05 0.36
N -1.967936 0.121963 0.942583 0.06 -0.28 -0.13 0.13
C -3.175818 0.015317 0.108462 0.00 0.08 0.07 -0.01
C -4.247472 -0.425503 1.143251 0.03 -0.03 0.07 -0.52
O -3.497318 -0.557340 2.409961 -0.03 0.02 0.06 -0.44
C -2.983605 -0.942748 -1.045009 -0.02 0.05 -0.03 0.18
C -4.003346 -1.049823 -1.987249 0.03 0.05 -0.06 -0.43
C -3.877277 -1.917998 -3.058420 0.02 -0.01 0.00 -0.73
C -2.728184 -2.686903 -3.202702 -0.01 0.01 0.00 -0.57
C -1.712160 -2.588207 -2.267215 -0.03 -0.01 0.00 -0.96
C -1.841267 -1.719375 -1.189100 0.03 -0.10 0.06 -0.04
H 4.488349 -1.656572 0.879215 -0.02 0.01 -0.01 0.43
H 5.083277 -0.031992 1.330587 0.02 -0.03 -0.03 0.34
H 3.526916 1.030358 -0.083542 -0.04 0.00 -0.01 0.27
H 0.952604 -0.187447 -1.468144 0.02 -0.01 0.01 -0.14
H 0.732692 -1.315894 -3.605620 -0.01 0.00 0.01 0.59
H 2.670258 -2.479561 -4.617460 0.00 0.00 -0.01 0.43
H 4.842891 -2.491324 -3.438051 0.01 0.00 0.00 0.41
H 5.086328 -1.375165 -1.278524 0.01 0.00 0.01 0.48
H 2.144145 -1.028442 4.912216 0.00 0.01 0.01 0.59
H -0.011567 -1.239968 6.153004 0.00 0.00 0.01 0.50
H -2.172022 -0.914526 4.945635 0.00 0.00 0.01 0.59
H -3.407668 1.011158 -0.275166 -0.07 -0.04 -0.04 0.40
H -4.675460 -1.401527 0.931788 -0.01 0.02 -0.02 0.36
H -5.026909 0.309820 1.318946 0.00 -0.01 -0.02 0.37
H -4.899054 -0.445827 -1.894474 0.00 0.02 0.01 0.46
H -4.674616 -1.993368 -3.784729 -0.01 0.00 -0.01 0.42
H -2.633621 -3.366345 -4.038524 0.00 -0.01 0.00 0.44
H -0.824693 -3.200109 -2.359889 0.01 0.00 0.00 0.56
H -1.053107 -1.711458 -0.441394 -0.02 0.04 0.00 0.51
C -1.063197 3.268311 -1.636771 0.03 -0.17 0.06 -0.98
Si -0.009749 3.078800 -0.110179 -0.01 0.23 0.07 0.28
C 1.778847 3.551592 -0.372057 -0.08 -0.10 0.01 -1.04
C -0.770299 3.878679 1.411295 0.05 0.03 -0.13 -1.12
H -1.152689 4.322063 -1.907514 0.05 0.04 0.05 0.40
H -2.074540 2.886105 -1.485273 0.00 0.00 -0.01 0.29
H -0.625759 2.744500 -2.488334 -0.01 0.00 -0.01 0.35
H 1.861205 4.605296 -0.646116 -0.06 0.03 0.00 0.46
H 2.223279 2.972967 -1.185092 0.01 0.00 0.01 0.30
H 2.373572 3.407455 0.532599 0.00 -0.02 0.00 0.31
H -0.875739 4.954923 1.252708 0.01 0.01 -0.04 0.43
H -0.150411 3.750701 2.301155 0.00 -0.04 -0.01 0.35
H -1.769772 3.491987 1.622477 0.01 -0.02 0.00 0.34
```
Forces are in eV/Å.

C26H28I2N4O3STa | ωB97M-V/def2-TZVPD

largest force on an atom: 3.5 eV/A
charge: +3
frontier orbital gap: 0.1747 hartree
E_LUMO: -11.8 eV

Geometry as XYZ:
```
65
Properties=species:S:1:pos:R:3:forces:R:3:mulliken_charge:R:1
Ta 0.668206 -0.902631 1.486817 0.89 0.42 0.80 0.83
S 1.565606 -1.167431 3.758117 -1.33 0.21 -1.58 -0.22
C 3.151506 -0.975131 3.022717 0.68 -0.01 -0.10 0.73
C 4.322406 -0.799431 3.740517 -0.34 0.01 -0.08 -0.77
C 5.505806 -0.638531 3.029617 -0.23 -0.02 -0.31 -0.16
C 5.465906 -0.678031 1.639317 -0.13 0.00 0.20 -0.84
C 4.248906 -0.860831 1.003217 -0.02 0.05 -0.43 -0.18
N 3.102906 -1.007131 1.677417 -1.06 -0.13 0.33 -0.30
H 4.304606 -0.775131 4.817917 -0.02 0.01 0.14 0.47
H 6.436106 -0.474131 3.553317 0.07 -0.04 0.02 0.46
H 6.367406 -0.563331 1.058817 0.03 -0.01 -0.10 0.45
H 4.168506 -0.892431 -0.074683 0.07 0.04 -0.07 0.55
O 0.980806 -0.625231 -0.990583 -0.28 -0.81 1.51 -0.09
C 1.008606 0.778569 -1.398683 -0.09 1.45 -0.06 3.17
C 0.988906 1.619569 -0.090083 0.10 1.60 -3.07 -0.25
O 0.924906 2.804069 -0.081183 0.00 -0.79 0.56 -0.45
O 1.016206 0.847669 0.984317 -0.09 -1.50 2.79 -0.48
C -0.294194 1.118169 -2.105383 -0.11 -0.25 -0.22 -0.72
C -1.484794 0.853269 -1.426683 0.21 0.04 -0.20 0.86
C -2.703094 1.089669 -2.032383 0.03 0.03 0.09 -0.60
C -2.745794 1.604669 -3.321983 0.11 0.06 -0.01 -0.80
C -1.565194 1.902969 -3.985283 -0.15 0.04 0.03 -1.05
C -0.339394 1.672969 -3.379783 0.08 -0.19 0.28 -0.39
C 2.261306 1.034969 -2.210283 0.11 -0.29 0.07 -0.09
C 3.206206 1.994669 -1.867583 -0.14 -0.07 0.04 -0.36
C 4.337606 2.164669 -2.649783 0.08 -0.06 -0.08 -0.95
C 4.542606 1.374469 -3.770683 -0.09 0.08 0.12 -0.56
C 3.601306 0.415769 -4.116683 0.03 -0.16 -0.08 -1.07
C 2.469806 0.238969 -3.341583 0.01 0.20 0.26 -0.63
H 1.283506 -1.138231 -1.761583 0.03 -0.15 0.29 0.39
H -1.432694 0.476769 -0.411483 -0.12 0.01 -0.02 0.14
H -3.621494 0.898569 -1.497683 -0.13 0.00 0.03 0.41
H -3.696994 1.797869 -3.793083 -0.07 0.00 -0.07 0.47
H -1.592794 2.325269 -4.977683 -0.03 0.04 -0.08 0.46
H 0.574206 1.921869 -3.894883 0.05 0.04 -0.08 0.54
H 3.053706 2.635569 -1.014883 0.05 0.11 0.06 0.53
H 5.054506 2.925269 -2.381583 0.07 0.06 0.00 0.49
H 5.424306 1.511869 -4.376183 0.07 0.02 -0.08 0.47
H 3.740406 -0.187631 -5.000483 0.04 -0.06 -0.07 0.45
H 1.725806 -0.488731 -3.640883 -0.10 -0.09 -0.17 0.42
C -4.860094 -2.157231 0.517317 0.21 0.14 -0.01 -0.62
C -3.595594 -2.306531 -0.308983 -0.47 -0.18 -0.29 -0.66
N -2.459294 -1.804631 0.455717 0.25 0.19 0.34 0.22
C -2.528394 -0.851031 1.403017 -0.64 -0.80 -0.65 0.32
N -1.338594 -0.420231 1.941717 1.73 -0.86 -0.36 0.02
C -1.457894 0.798869 2.771317 0.19 0.70 0.30 -0.66
C -2.686894 0.744669 3.662717 0.03 -0.14 -0.21 -0.86
C -3.913894 0.638569 2.780317 0.17 0.54 0.64 -0.58
N -3.708994 -0.357031 1.740217 0.65 -0.19 0.01 0.17
C -4.925694 -0.725831 1.022417 -0.56 -0.39 -0.50 -0.57
H -4.855394 -2.852331 1.356917 -0.02 -0.03 0.01 0.31
H -5.733894 -2.369231 -0.097183 0.03 -0.01 0.03 0.39
H -3.680994 -1.738231 -1.241283 0.06 -0.07 0.05 0.32
H -3.404394 -3.349631 -0.562883 0.01 0.06 0.05 0.40
H -1.551594 -2.091231 0.115417 -0.18 0.15 0.08 -0.02
H -1.517894 1.669469 2.103317 0.10 -0.09 0.06 0.24
H -0.562594 0.904569 3.387517 -0.02 0.03 -0.11 0.54
H -2.740294 1.652069 4.260817 0.03 0.00 0.03 0.40
H -2.620894 -0.107031 4.341517 -0.02 0.00 0.03 0.34
H -4.143694 1.597169 2.299817 0.03 -0.10 0.06 0.34
H -4.785294 0.350369 3.373717 0.09 -0.04 -0.14 0.44
H -5.068894 -0.031231 0.188317 0.00 0.01 0.09 0.23
H -5.768094 -0.600031 1.703417 0.14 0.04 -0.01 0.42
I 0.739906 -4.033931 0.667517 -0.01 0.61 -0.22 0.34
I 1.143206 -6.394531 1.938917 -0.06 0.55 0.10 0.21
```
Forces are in eV/Å.